Formula: C24H66N6O6
Source: OMol25
Level of theory: wB97M-V/def2-TZVPD

The geometry in XYZ format:
```
102
Properties=species:S:1:pos:R:3:forces:R:3
C 4.39701 2.27976 0.85625 0.42 -0.33 -0.35
O 4.65091 1.24497 1.78430 -0.18 0.15 0.28
C 5.62455 0.34518 1.33746 0.68 -0.23 -0.65
C 5.61428 -0.92492 2.16902 -0.72 -0.78 0.85
C 4.41899 -1.84209 1.83845 0.73 0.22 -0.24
N 5.58264 -0.63831 3.62951 0.12 0.93 -0.96
H 3.74464 3.02468 1.30029 -0.20 -0.19 0.02
H 3.95396 1.82560 -0.03354 -0.25 0.30 -0.05
H 5.31782 2.78399 0.53584 0.13 -0.05 0.17
H 5.49619 0.07344 0.27774 -0.35 0.06 -0.01
H 6.62076 0.81515 1.35530 0.00 0.08 0.29
H 6.52985 -1.49407 1.98428 0.02 0.15 -0.20
H 4.49733 -2.11855 0.78440 -0.37 0.03 -0.03
H 3.46985 -1.34863 2.05046 -0.02 0.06 -0.15
H 4.47035 -2.76399 2.41549 0.04 0.07 0.14
H 6.31388 0.07327 3.72301 0.03 -0.27 0.54
H 4.74519 -0.05498 3.71090 0.01 -0.22 0.38
C 1.84772 -1.14527 -1.82332 0.29 -0.39 -1.91
O 2.25483 -2.48203 -2.05142 0.34 -0.21 0.76
C 1.64385 -3.11618 -3.12699 -0.78 -1.18 -0.17
C 2.05497 -4.59331 -3.14626 1.61 -0.08 -0.29
C 3.54542 -4.76582 -3.50401 0.16 -0.08 0.26
N 1.23774 -5.38099 -4.05952 -0.67 -0.32 -0.62
H 0.76256 -1.03960 -1.72319 0.02 -0.16 0.69
H 2.07665 -0.61882 -2.76331 0.13 0.50 0.26
H 2.46609 -0.76557 -1.01996 -0.27 0.10 0.17
H 0.55434 -3.14944 -2.99382 -0.11 0.43 -0.17
H 1.89578 -2.67149 -4.09821 -0.03 0.31 0.02
H 1.94211 -4.95256 -2.12193 -0.38 -0.19 -0.06
H 4.21759 -4.54199 -2.67270 -0.07 0.44 -0.10
H 3.79977 -4.17470 -4.38666 0.10 0.13 0.09
H 3.77557 -5.80483 -3.75158 -0.24 -0.08 -0.02
H 1.61648 -6.31643 -4.17958 -0.02 -0.08 0.76
H 1.30396 -5.09100 -5.03480 -0.04 0.81 0.28
C 2.44910 3.57336 -1.78512 0.05 0.32 0.13
O 1.82272 3.08973 -0.62881 0.01 -0.07 0.78
C 0.66074 2.32360 -0.78162 -0.71 0.31 -1.17
C 0.08029 1.83065 0.52961 1.63 -0.38 -0.17
C 1.07909 0.84825 1.19767 -0.23 0.69 -0.14
N -1.21638 1.22965 0.25147 0.31 0.21 0.94
H 3.03467 2.81874 -2.32174 -0.20 -0.21 -0.01
H 3.14533 4.33268 -1.42649 0.03 0.03 -0.16
H 1.74334 4.05404 -2.47017 -0.07 -0.09 -0.05
H -0.11974 2.89180 -1.31418 0.03 0.30 0.14
H 0.83498 1.48057 -1.46962 0.22 -0.29 0.25
H 0.02339 2.65956 1.24280 -0.58 0.22 -0.28
H 0.54049 0.36582 2.01243 0.21 -0.45 -0.06
H 1.93696 1.36675 1.63092 -0.07 0.08 -0.03
H 1.47619 0.16935 0.44535 -0.25 -0.38 0.30
H -1.44297 0.77242 1.15189 -0.64 0.00 -0.88
H -1.14477 0.52669 -0.47930 0.29 -0.19 0.39
C -1.49712 5.96001 -1.59862 0.80 -0.60 0.06
O -2.58540 5.08023 -1.66915 -0.53 0.27 -0.50
C -2.90975 4.45631 -0.44872 -0.72 0.09 -0.18
C -4.02933 3.43598 -0.67981 0.56 -0.85 0.01
C -4.47464 2.89055 0.67126 -0.25 0.39 0.45
N -3.54658 2.28109 -1.45246 0.39 -0.03 -0.72
H -0.59092 5.34066 -1.51515 0.19 0.32 0.18
H -1.52425 6.65518 -0.75302 -0.23 -0.07 0.06
H -1.40498 6.53446 -2.51909 -0.31 -0.07 -0.06
H -2.04506 3.90675 -0.05986 0.06 0.15 0.27
H -3.28190 5.21817 0.24852 0.32 0.00 0.23
H -4.85516 3.86763 -1.24743 0.02 0.26 0.15
H -3.60841 2.42308 1.14407 -0.03 -0.02 0.13
H -5.27771 2.15360 0.64898 0.11 -0.11 -0.48
H -4.85824 3.68235 1.32222 0.23 0.10 -0.01
H -2.75861 1.84355 -0.96322 -0.36 0.26 0.37
H -3.10106 2.60320 -2.31116 -0.37 0.19 -0.07
C -1.78982 -2.87100 -0.27109 0.22 0.01 0.57
O -1.76655 -1.53025 -0.71675 -0.49 -0.01 -0.38
C -2.61715 -1.25377 -1.82034 -0.73 -0.39 -1.21
C -4.13004 -1.42410 -1.56238 0.27 0.26 1.25
C -5.03039 -1.22614 -2.76549 0.65 -0.83 -0.65
N -4.56864 -0.51061 -0.48320 0.29 -0.23 -0.39
H -2.75901 -3.16088 0.14239 -0.04 0.04 -0.05
H -1.06010 -2.90551 0.53809 0.00 -0.13 0.00
H -1.49597 -3.60967 -1.02270 -0.02 0.21 -0.29
H -2.41764 -0.23288 -2.15052 0.08 0.09 0.17
H -2.39213 -1.91301 -2.67133 0.39 -0.10 0.06
H -4.22125 -2.44271 -1.16800 -0.35 -0.05 -0.23
H -4.84331 -1.98420 -3.53439 0.21 -0.01 0.06
H -4.83793 -0.26862 -3.25086 -0.32 0.20 0.23
H -6.07334 -1.38426 -2.49969 -0.03 0.47 0.19
H -3.73439 -0.38969 0.08618 -0.23 0.23 0.37
H -4.70167 0.40032 -0.92543 0.06 0.00 0.16
C 0.90975 -1.66334 4.42330 -0.10 1.05 -0.37
O -0.30220 -0.92530 4.48906 -0.08 0.12 0.51
C -1.33760 -1.48094 3.71893 0.10 -0.34 -0.72
C -2.54213 -0.54716 3.68862 0.44 -0.25 0.28
C -3.69927 -1.14219 2.94406 -0.78 -1.12 0.15
N -2.10189 0.69399 3.04390 1.10 0.66 1.16
H 1.29607 -1.58358 3.40197 0.00 -0.54 -0.11
H 0.78200 -2.69077 4.76033 0.07 -0.10 -0.06
H 1.62881 -1.11901 5.03245 -0.05 -0.23 0.29
H -0.96595 -1.60793 2.68867 -0.12 -0.05 -0.08
H -1.60941 -2.47847 4.08670 -0.11 0.06 0.11
H -2.81514 -0.40541 4.74423 -0.14 0.16 -0.11
H -3.52642 -1.44935 1.91370 0.42 0.60 -0.17
H -4.56525 -0.48172 2.98131 0.01 0.00 -0.16
H -3.99689 -2.10289 3.38534 -0.09 0.25 0.38
H -2.54119 1.52182 3.44692 -0.70 -0.29 -0.30
H -1.17188 0.83232 3.46166 0.06 -0.04 -0.47
```
Positions in Å, forces in eV/Å.

Summary:
LUMO = 0.0258 Eh
Frontier orbital gap = 0.3378 Ha
Energy above the lowest of the compared OMol25 structures with the same formula, charge and spin = 0.928 eV
SMILES = COC[C@H](C)N.COC[C@H](C)N.COC[C@H](C)N.COC[C@H](C)N.COC[C@H](C)N.COC[C@H](C)N
Spin multiplicity = 1